[1]
Density functional theory data (ωB97M-V/def2-TZVPD) for a structure of composition C27H17BrI2N3O5RhS.

CARTESIAN COORDINATES (ANGSTROEM)
I (4.424, 0.012, 5.764)
I (4.967, 1.272, -0.005)
Rh (-0.384, 0.832, 0.130)
Br (-2.770, 0.959, 0.346)
S (-2.015, -2.954, -2.786)
O (1.812, 0.936, 0.275)
O (-0.349, -1.295, 0.238)
O (-3.421, -2.702, -2.909)
O (-1.394, 1.044, -5.792)
O (-1.276, -3.161, -3.999)
N (0.205, 0.402, 2.317)
N (-1.295, -1.663, -1.908)
N (0.032, 0.273, -2.016)
C (2.344, 0.767, 1.381)
C (-0.888, -0.530, -2.591)
C (-0.881, 0.798, -4.568)
C (-0.634, 3.623, -0.941)
C (-0.831, -2.096, -0.620)
C (1.516, 0.456, 2.557)
C (-0.354, 2.844, 0.181)
C (3.502, 0.319, 3.947)
C (2.073, 0.225, 3.818)
C (-1.576, -6.232, -0.506)
C (3.765, 0.841, 1.592)
C (-1.011, -5.618, 0.631)
C (-0.030, 3.508, 1.362)
C (4.298, 0.621, 2.853)
C (1.176, -0.085, 4.856)
C (-0.191, 5.651, 0.279)
C (-0.748, -4.273, 0.680)
C (-1.643, -4.106, -1.557)
C (0.057, 4.894, 1.412)
C (-0.629, 0.102, 3.294)
C (-0.171, -0.151, 4.591)
C (-1.047, -3.471, -0.449)
C (-1.901, -5.461, -1.610)
C (-1.422, -0.246, -3.848)
C (-0.547, 5.007, -0.897)
C (0.163, 1.559, -4.031)
C (0.549, 1.269, -2.750)
H (5.369, 0.684, 2.984)
H (0.312, 5.382, 2.345)
H (-0.311, -3.814, 1.556)
H (-0.882, -0.392, 5.368)
H (-1.679, 0.063, 3.031)
H (1.304, 1.863, -2.249)
H (0.151, 2.951, 2.275)
H (-0.778, -6.231, 1.493)
H (-0.962, 3.152, -1.859)
H (-0.939, 1.791, -6.192)
H (-2.221, -0.832, -4.274)
H (1.551, -0.274, 5.852)
H (-1.762, -7.297, -0.508)
H (-2.351, -5.905, -2.489)
H (-0.773, 5.585, -1.785)
H (0.621, 2.370, -4.582)
H (-0.126, 6.731, 0.315)

Cartesian forces (eV/Å) of the 2 atoms listed first:
I 0.060 -0.016 0.097
I 0.089 0.040 -0.146

Computed properties:
2S+1: 5
HOMO energy (spin up / spin down) (eV): -5.160 / -8.575
LUMO (spin up / spin down) (eV): -1.25 / -3.44
Total charge: 0

Löwdin population analysis, charges in e, atoms 1 to 8:
1 I 1.028
2 I 1.041
3 Rh 0.895
4 Br 0.140
5 S 0.727
6 O -0.059
7 O -0.168
8 O -0.263


[2]
Density functional theory data (ωB97M-V/def2-TZVPD) for a structure of composition C27H17BrLiN5O at a distorted geometry.

CARTESIAN COORDINATES (ANGSTROEM)
Br (0.054, -6.186, 3.868)
O (1.662, -0.557, -2.375)
N (-2.049, -0.018, -2.675)
N (3.835, -0.506, 2.641)
N (3.537, -1.247, 3.593)
N (-0.071, -0.302, -0.312)
N (-0.145, 1.920, -2.602)
C (-0.915, -0.201, 0.686)
C (-2.952, -0.961, -2.582)
C (-2.432, 1.259, -2.560)
C (-1.427, 2.285, -2.539)
C (3.487, -0.140, -0.937)
C (-0.802, 4.601, -2.320)
C (2.600, -3.217, 2.495)
C (3.170, -0.386, 1.460)
C (-0.516, -0.206, 2.026)
C (-4.738, 0.598, -2.325)
C (0.788, 2.832, -2.494)
C (-1.821, 3.637, -2.405)
C (-3.789, 1.629, -2.411)
C (1.151, -4.630, 3.759)
C (2.123, -0.397, -1.208)
C (1.842, -4.364, 2.589)
C (0.509, 4.196, -2.345)
C (0.821, -0.322, 2.314)
C (1.242, -3.786, 4.856)
C (-3.203, 3.972, -2.340)
C (-4.150, 3.004, -2.335)
C (2.674, -2.319, 3.574)
C (1.240, -0.409, -0.055)
C (2.009, -2.646, 4.764)
C (3.973, -0.106, 0.347)
C (-4.314, -0.707, -2.390)
C (1.754, -0.433, 1.267)
Li (-0.036, -0.092, -2.379)
H (-5.780, 0.849, -2.194)
H (-1.070, 5.643, -2.225)
H (0.719, -4.025, 5.772)
H (3.159, -3.014, 1.592)
H (4.151, -0.006, -1.777)
H (-2.586, -1.975, -2.660)
H (-1.961, -0.070, 0.429)
H (-3.472, 5.017, -2.280)
H (2.099, -1.973, 5.605)
H (5.026, 0.053, 0.532)
H (-1.245, -0.086, 2.815)
H (1.805, 2.470, -2.529)
H (1.314, 4.907, -2.255)
H (1.783, -5.046, 1.752)
H (1.157, -0.264, 3.339)
H (-5.011, -1.524, -2.298)
H (-5.200, 3.252, -2.267)

Cartesian forces (eV/Å) of the 2 atoms listed first:
Br 0.129 0.131 -0.007
O 0.281 -0.023 -0.261

Computed properties:
HOMO energy (eV): -6.503
LUMO (eV): -0.62
Total charge: 0

Löwdin population analysis, charges in e, atoms 1 to 8:
1 Br 0.701
2 O -0.135
3 N 0.064
4 N 0.058
5 N 0.048
6 N 0.062
7 N 0.074
8 C -0.139


Number 1: molar mass 932.13 g mol⁻¹. Number 2: molar mass 514.31 g mol⁻¹.